73
Properties=species:S:1:pos:R:3:forces:R:3 method="wB97M-V/def2-TZVPD" energy_ha=-2918.8253 total_charge=-1 orbital_gap_ev="5.677 / 6.372" lumo_ev="2.59 / 2.59" relative_energy_kcal_mol=3.2 spin_multiplicity=3
V 0.573 -0.708 -1.349 1.0 0.3 -0.3
C -0.688 3.883 2.277 -0.1 -0.2 0.1
C 0.638 3.566 2.018 0.1 -0.1 -0.1
C 1.039 2.239 1.918 0.0 0.1 0.0
C 0.113 1.212 2.067 -0.2 0.0 0.3
C -1.224 1.541 2.300 0.3 0.0 0.5
C -1.623 2.864 2.419 0.4 0.1 0.5
P 0.524 -0.575 1.967 0.1 0.1 0.2
C 0.793 -0.969 3.748 0.0 0.0 -0.1
C 1.071 -2.305 4.048 0.0 -0.1 0.0
C 1.285 -2.717 5.353 0.0 0.0 0.0
C 1.204 -1.801 6.395 0.0 0.0 0.0
C 0.914 -0.476 6.113 0.0 0.0 0.0
C 0.713 -0.062 4.800 0.0 0.0 0.1
C 2.226 -0.603 1.285 0.0 0.0 0.4
C 3.365 -0.542 2.100 0.0 0.0 -0.2
C 4.625 -0.571 1.525 0.0 0.0 -0.1
C 4.733 -0.652 0.136 0.0 0.0 0.1
C 3.597 -0.701 -0.657 -0.1 0.0 0.0
C 2.294 -0.689 -0.117 0.1 0.0 -0.1
H -0.996 4.919 2.356 0.0 0.0 0.0
H 1.369 4.355 1.889 0.0 0.0 0.0
H 2.073 1.996 1.708 0.0 0.0 0.0
H -1.966 0.751 2.374 0.1 0.0 0.1
H -2.666 3.099 2.602 0.1 -0.1 0.1
H 1.131 -3.029 3.243 0.0 0.0 0.0
H 1.510 -3.757 5.556 0.0 0.0 0.0
H 1.365 -2.120 7.417 0.0 0.0 0.0
H 0.847 0.249 6.915 0.0 0.0 0.0
H 0.498 0.980 4.601 0.0 0.0 0.0
H 3.274 -0.475 3.177 -0.1 0.0 0.1
H 5.511 -0.531 2.149 0.0 0.0 0.0
H 5.713 -0.678 -0.331 0.0 0.0 0.0
H 3.707 -0.760 -1.734 0.0 0.0 0.0
C -3.835 4.170 0.403 -0.1 0.1 0.0
O -4.447 2.931 0.720 -0.3 0.7 0.2
C -3.742 1.824 0.431 0.0 -0.6 -0.3
C -4.388 0.602 0.755 0.0 0.4 0.1
C -3.739 -0.562 0.513 0.3 -0.3 -0.1
C -2.429 -0.613 -0.034 -0.7 0.0 0.1
C -1.822 -1.894 -0.274 -2.5 0.5 1.0
C -2.586 -3.173 -0.057 -0.2 -0.1 0.1
O -0.678 -2.015 -0.635 2.4 -1.0 -1.0
C -1.788 0.626 -0.348 -1.1 0.0 0.2
O -0.609 0.713 -0.800 0.7 0.5 -0.3
C -2.494 1.847 -0.115 -0.2 -0.6 -0.6
H -4.543 4.938 0.700 0.0 0.0 0.0
H -3.636 4.246 -0.668 0.0 0.0 0.0
H -2.898 4.297 0.951 -0.2 0.1 -0.2
H -5.378 0.622 1.189 0.0 0.1 0.0
H -4.236 -1.490 0.763 0.0 0.0 0.0
H -2.897 -3.279 0.982 0.0 0.0 0.1
H -1.938 -4.004 -0.316 0.1 0.0 0.0
H -3.484 -3.214 -0.671 -0.1 0.0 -0.1
H -1.966 2.757 -0.354 0.0 0.0 0.0
C 1.529 -3.331 -4.323 0.0 -0.1 0.1
C 1.197 -2.082 -5.079 0.0 0.1 -0.3
C 1.163 -2.076 -6.469 0.0 0.0 0.1
C 0.851 -0.923 -7.182 0.0 0.0 0.0
C 0.564 0.243 -6.483 0.0 0.0 0.1
C 0.586 0.280 -5.093 0.0 -0.1 -0.3
C 0.268 1.537 -4.348 0.0 0.1 0.1
C 0.912 -0.891 -4.364 0.0 0.0 0.1
N 0.975 -0.870 -3.009 0.2 -0.1 -0.5
H 1.711 -4.161 -5.011 0.0 0.0 0.0
H 0.724 -3.606 -3.637 0.0 0.0 0.0
H 2.412 -3.188 -3.695 0.0 0.0 0.0
H 1.385 -2.998 -7.000 0.0 0.0 0.0
H 0.829 -0.934 -8.266 0.0 0.0 0.0
H 0.313 1.151 -7.025 0.0 0.0 0.0
H 0.038 2.349 -5.042 0.0 0.0 0.0
H 1.107 1.836 -3.711 0.0 0.0 0.0
H -0.576 1.401 -3.666 0.0 0.0 0.0